A cluster of 3 separate species, CHNO5 in total at a distorted geometry, computed with ωB97M-V with the def2-TZVPD basis set.

Its energy above the lowest of the compared OMol25 structures with the same formula, charge and spin is 399.99 kJ/mol. The molecular weight comes out at 107.02 g mol⁻¹. As for the LUMO energy: -2.02 eV. As for the net charge: 0. The calculation puts the frontier orbital gap at 7.60 eV. For the energy, the calculation gives -469.406591 Eh.

Last column: natural (NBO) charge in e.
CARTESIAN COORDINATES (ANGSTROEM)
C  -1.46532  1.11520  -1.02073  0.993
N  -0.37537  -0.80601  0.37409  0.582
O  -2.04966  1.80235  -0.18917  -0.507
O  -0.76232  0.76949  -1.94179  -0.498
O  -0.80646  -1.41897  1.22791  -0.163
O  2.02371  -0.73659  0.93293  -0.837
O  0.50725  -0.23163  -0.16006  -0.018
H  2.92816  -0.49385  0.77682  0.449